Here is a single C2H6FP molecule in a non-equilibrium geometry from the Open Molecules 2025 dataset. Energies are from ωB97M-V with the def2-TZVPD basis set.

Its frontier orbital gap is 8.45 eV. For the energy above the lowest of the compared OMol25 structures with the same formula, charge and spin, the calculation gives 4.623 eV. The spin multiplicity is 1. The calculation puts the highest occupied orbital energy at -8.18 eV.

Last column: natural (NBO) charge in e.
Positions of all 10 atoms, in Å:
C 1.656 -0.063 0.227  -0.1275
C -2.221 0.237 -0.013  -0.9096
F 1.815 -0.762 1.378  -0.3663
P -0.433 -0.085 -0.358  0.7287
H 2.067 1.024 0.425  0.1603
H 2.186 -0.541 -0.482  0.1540
H -2.686 -0.223 0.914  0.2207
H -1.967 1.382 0.056  0.1839
H -0.197 0.556 -1.519  -0.0292
H -0.221 -1.524 -0.626  -0.0149

---

Here is a molecular structure, C27H44BrNOP2Pb in a non-equilibrium geometry from the Open Molecules 2025 dataset. Energies are from ωB97M-V with the def2-TZVPD basis set.

Its frontier orbital gap (spin up / spin down) is 5.26 / 3.80 eV. For the energy above the lowest of the compared OMol25 structures with the same formula, charge and spin, the calculation gives 0.000 eV. The spin multiplicity is 1. As for the charge: +2. The calculation puts the highest occupied orbital energy (spin up / spin down) at -13.91 / -13.37 eV.

Last column: Mulliken charge in e.
Positions of all 77 atoms, in Å:
C 1.300 -2.656 4.899  -0.4422
C 1.934 -3.200 3.758  0.7349
C 2.770 -4.317 3.947  -0.4136
C 2.909 -4.847 5.240  -0.3933
N 2.285 -4.327 6.287  -0.5212
C 1.485 -3.274 6.139  -0.3626
C 1.739 -2.561 2.449  -0.8610
C 1.335 -1.418 1.951  0.0326
C 0.883 -0.046 1.984  0.3935
C -0.483 0.266 1.840  -0.1294
C -0.871 1.536 1.426  -0.8230
C 0.100 2.476 1.048  -0.0280
C 1.432 2.250 1.419  -0.8980
C 1.814 1.008 1.925  -0.4628
Pb 1.766 -2.621 0.221  0.7855
P -1.913 -0.032 -1.852  0.8365
H 3.354 -4.747 3.137  0.3983
H 0.701 -1.743 4.829  0.3754
H 3.545 -5.717 5.422  0.3811
H 0.977 -2.882 7.023  0.3770
H 2.867 0.807 2.156  0.6297
H -1.219 -0.520 2.055  0.6853
H 2.168 3.031 1.289  0.6887
H -1.921 1.766 1.308  0.7824
C -2.553 0.630 -3.461  -0.7638
C -3.308 -0.306 -4.401  -1.3079
H -1.661 1.020 -3.978  0.4205
H -3.169 1.505 -3.199  0.4388
H -3.684 0.271 -5.255  0.4037
H -2.655 -1.089 -4.808  0.2939
H -4.175 -0.779 -3.924  0.3153
C -2.044 -1.868 -2.001  -0.5482
C -2.105 -2.611 -0.666  -1.2641
H -1.155 -2.209 -2.558  0.3847
H -2.918 -2.081 -2.633  0.5378
H -1.858 -3.666 -0.827  0.4197
H -1.383 -2.211 0.057  -0.0049
H -3.101 -2.576 -0.207  0.2808
C -3.331 0.358 -0.728  -0.4143
C -4.708 -0.137 -1.165  -1.4899
H -3.351 1.455 -0.627  0.5364
H -3.074 -0.042 0.264  0.1884
H -5.445 0.120 -0.393  0.4408
H -5.043 0.340 -2.093  0.2877
H -4.750 -1.226 -1.295  0.2909
Br -0.326 3.929 -0.001  -0.0110
P 3.066 -0.250 -2.030  0.3171
C 1.414 -0.898 -2.524  0.7500
C 1.438 -1.068 -4.053  -1.4533
H 0.608 -0.213 -2.202  -0.6772
H 1.219 -1.891 -2.096  0.3253
H 0.506 -1.523 -4.412  0.3422
H 1.587 -0.105 -4.559  0.3762
H 2.262 -1.730 -4.356  0.4575
C 2.627 1.549 -2.104  0.2203
C 3.673 2.365 -2.875  -1.3588
H 2.518 1.937 -1.081  -0.1303
H 1.652 1.659 -2.600  0.2444
H 3.404 3.428 -2.897  0.3986
H 4.671 2.288 -2.427  0.3447
H 3.753 2.031 -3.916  0.3753
C 3.778 -0.363 -0.336  1.2870
C 4.567 -1.659 -0.065  -1.6547
H 2.938 -0.218 0.361  -1.4952
H 4.429 0.516 -0.220  0.7402
H 4.470 -1.942 0.991  0.4611
H 4.231 -2.492 -0.713  0.4379
H 5.632 -1.510 -0.273  0.4006
C -3.062 5.665 1.532  -1.0350
C -3.298 4.296 2.132  0.2823
O -2.213 3.998 3.014  -0.5135
H -2.973 6.407 2.331  0.3103
H -3.890 5.944 0.877  0.3469
H -2.140 5.681 0.942  0.1260
H -4.247 4.291 2.692  0.4107
H -3.328 3.538 1.334  -0.1308
H -2.446 3.214 3.534  0.2929

---

Here is a molecular structure, C5H10NO2 in a non-equilibrium geometry from the Open Molecules 2025 dataset. Energies are from ωB97M-V with the def2-TZVPD basis set.

Its frontier orbital gap is 4.99 eV. For the energy above the lowest of the compared OMol25 structures with the same formula, charge and spin, the calculation gives 6.652 eV. The spin multiplicity is 1. As for the charge: -1. The calculation puts the highest occupied orbital energy at -2.28 eV.

Last column: natural (NBO) charge in e.
Positions of all 18 atoms, in Å:
C -1.336 1.175 0.692  -0.6531
C -0.949 0.779 -0.741  -0.2427
C -0.711 -0.682 -1.112  -0.0488
C -0.668 -1.782 -0.146  -0.7175
N 1.538 0.596 1.050  -1.1160
C 2.453 0.314 0.087  0.8124
O 3.712 0.272 0.266  -0.8353
O 1.933 0.104 -1.100  -0.8642
H -1.059 2.227 0.708  0.2205
H -0.694 0.646 1.386  0.2939
H -2.401 1.042 0.901  0.1866
H -1.397 1.513 -1.400  0.2294
H 0.117 0.217 -0.757  0.4204
H -0.965 -1.030 -2.104  0.2274
H -1.635 -1.958 0.334  0.2232
H 0.136 -1.600 0.611  0.3104
H -0.205 -2.720 -0.509  0.2318
H 2.132 0.887 1.834  0.3217

---

Here is a single C21H32N2O2S molecule in a non-equilibrium geometry from the Open Molecules 2025 dataset. Energies are from ωB97M-V with the def2-TZVPD basis set.

Its frontier orbital gap is 8.82 eV. For the energy above the lowest of the compared OMol25 structures with the same formula, charge and spin, the calculation gives 2.929 eV. The spin multiplicity is 1. The calculation puts the highest occupied orbital energy at -8.27 eV.

Last column: natural (NBO) charge in e.
Positions of all 58 atoms, in Å:
C 5.590 0.034 1.066  -0.6686
C 5.076 1.430 0.880  0.0503
C 4.329 1.798 -0.154  -0.2272
C 3.901 0.897 -1.280  -0.2511
N 3.108 -0.232 -0.813  -0.4545
C 2.798 -1.178 -1.865  -0.2170
H 3.730 -1.449 -2.369  0.2029
C 2.175 -2.437 -1.264  -0.2183
N 1.005 -2.072 -0.496  -0.4524
C 1.396 -1.175 0.574  -0.2271
H 0.528 -0.966 1.201  0.2119
C 1.929 0.124 -0.036  -0.0590
C 0.812 0.838 -0.820  -0.4596
C -0.133 1.620 0.095  -0.0530
H -0.495 0.974 0.908  0.1539
O -1.224 2.171 -0.604  -0.7169
H -1.736 1.448 -0.985  0.4644
H 0.389 2.469 0.542  0.1748
H 1.246 1.537 -1.537  0.2064
H 0.237 0.092 -1.372  0.2168
H 2.274 0.780 0.771  0.2187
H 2.180 -1.625 1.206  0.1783
C 0.226 -3.200 -0.023  -0.2360
C -1.111 -2.713 0.423  -0.1846
C -1.820 -3.006 1.547  -0.2656
C -3.036 -2.298 1.642  -0.2039
C -3.243 -1.456 0.585  -0.2746
C -4.302 -0.571 0.369  -0.0939
C -5.167 0.230 0.117  0.0852
C -6.241 1.202 -0.081  0.1527
C -7.414 0.513 -0.798  -0.6097
H -7.777 -0.328 -0.209  0.2090
H -7.097 0.144 -1.770  0.2164
H -8.225 1.225 -0.931  0.2168
C -5.708 2.377 -0.905  -0.6014
H -5.379 2.036 -1.882  0.2129
H -6.495 3.117 -1.022  0.2173
H -4.870 2.837 -0.387  0.2304
O -6.663 1.735 1.167  -0.6996
H -6.951 1.013 1.735  0.4701
S -1.930 -1.549 -0.561  0.4452
H -3.725 -2.393 2.462  0.2259
H -1.482 -3.705 2.291  0.2255
H 0.714 -3.745 0.805  0.1824
H 0.105 -3.898 -0.860  0.2137
H 1.878 -3.114 -2.069  0.2015
H 2.926 -2.946 -0.634  0.1656
H 2.113 -0.758 -2.619  0.1710
H 3.368 1.493 -2.039  0.1752
H 4.788 0.474 -1.765  0.2038
H 3.992 2.823 -0.224  0.1977
C 5.477 2.401 1.949  -0.6315
H 5.048 2.106 2.907  0.2117
H 5.144 3.409 1.715  0.2134
H 6.561 2.407 2.062  0.2124
H 5.504 -0.261 2.110  0.2123
H 6.646 -0.011 0.795  0.2163
H 5.034 -0.665 0.452  0.2424

---

Here is a single C5H4FN3O2 molecule in a non-equilibrium geometry from the Open Molecules 2025 dataset. Energies are from ωB97M-V with the def2-TZVPD basis set.

Its frontier orbital gap is 8.19 eV. For the energy above the lowest of the compared OMol25 structures with the same formula, charge and spin, the calculation gives 0.123 eV. The spin multiplicity is 1. The calculation puts the highest occupied orbital energy at -9.86 eV.

Last column: natural (NBO) charge in e.
Positions of all 15 atoms, in Å:
O -1.399 2.206 -0.521  -0.4156
O -1.461 1.253 2.197  -0.5448
F 0.748 -2.004 -1.932  -0.3254
N 0.477 -0.795 0.018  -0.3538
N 0.069 1.325 -1.883  -0.4287
C -0.568 1.342 -0.663  0.5615
C -0.905 0.285 1.706  0.5919
C -0.321 0.228 0.331  0.1207
C 0.878 0.350 -2.211  0.1414
N -0.695 -0.680 2.670  -0.8089
C 1.161 -0.861 -1.293  0.2535
H 1.389 0.459 -3.158  0.2041
H -1.259 -0.583 3.502  0.4160
H -0.355 -1.621 2.369  0.3971
H 2.240 -0.906 -1.134  0.1912

---

Here is a molecular structure, C9H12BiCl2EuN2O4 in a non-equilibrium geometry from the Open Molecules 2025 dataset. Energies are from ωB97M-V with the def2-TZVPD basis set.

Its frontier orbital gap (spin up / spin down) is 5.85 / 6.58 eV. The spin multiplicity is 7. As for the charge: +4. The calculation puts the highest occupied orbital energy (spin up / spin down) at -22.04 / -23.47 eV.

Last column: Mulliken spin population.
Positions of all 31 atoms, in Å:
Eu -0.311 0.646 -4.744  4.1553
Bi 0.789 0.709 -1.928  0.5979
Cl -1.018 -1.339 -3.007  0.0121
Cl -0.843 3.048 -3.581  0.1347
C 1.722 2.765 -1.209  0.0053
C 0.588 -1.265 -6.114  -0.0003
C 0.686 1.947 -6.629  0.0004
O 2.314 3.643 -0.762  0.0145
O 0.894 -2.170 -6.738  -0.0007
O 1.041 2.588 -7.505  0.0012
C 1.381 1.500 1.425  -0.0047
N 0.599 0.356 1.868  0.4147
C 0.759 -0.142 3.203  0.0023
C -0.613 -0.456 3.678  0.0219
C -1.197 -1.556 2.856  0.0367
N -1.048 -1.295 1.464  0.4839
C -1.823 -2.107 0.537  0.0042
C -0.215 -0.341 1.038  -0.1090
O -0.258 -0.095 -0.206  -0.0016
H 2.165 1.248 0.686  0.0332
H 1.915 1.912 2.293  0.0059
H 0.742 2.322 1.049  0.0212
H 1.388 -1.045 3.177  0.0314
H 1.253 0.641 3.771  0.0064
H -1.239 0.435 3.629  0.0038
H -0.570 -0.751 4.713  0.0018
H -2.260 -1.673 3.060  0.0166
H -0.693 -2.499 3.066  0.0413
H -1.587 -3.170 0.673  0.0363
H -2.891 -1.996 0.760  0.0294
H -1.669 -1.859 -0.525  0.0041

---

Here is a gas-phase ion, C5H12IN2O (charge +1) in a non-equilibrium geometry from the Open Molecules 2025 dataset. Energies are from ωB97M-V with the def2-TZVPD basis set.

Its frontier orbital gap is 10.13 eV. For the energy above the lowest of the compared OMol25 structures with the same formula, charge and spin, the calculation gives 0.000 eV. The spin multiplicity is 1. As for the charge: +1. The calculation puts the highest occupied orbital energy at -13.95 eV.

Last column: natural (NBO) charge in e.
Positions of all 21 atoms, in Å:
C 0.266 0.341 1.313  -0.2699
C 0.457 -0.172 -1.052  -0.2264
C 1.435 -0.704 1.495  -0.0748
C 1.502 -1.229 -0.777  -0.1198
C -1.731 0.937 -0.025  0.0486
N -1.639 1.505 -1.248  -0.8611
N -0.496 -0.051 0.170  -0.4098
O 2.289 -0.901 0.384  -0.4909
I -3.518 -0.274 0.309  0.1792
H -0.215 0.417 2.235  0.2429
H 0.635 1.393 1.026  0.2141
H 0.919 0.738 -1.151  0.2221
H -0.200 -0.363 -1.856  0.2403
H 2.100 -0.321 2.271  0.2414
H 0.856 -1.679 1.541  0.1690
H 1.131 -2.330 -0.674  0.1919
H 2.148 -1.429 -1.564  0.2415
H -1.632 1.602 0.773  0.2120
H -1.245 2.339 -1.494  0.4097
H -2.216 1.202 -1.976  0.4032
H -0.843 -1.022 0.300  0.4368

---

Here is a molecular structure, C17H17BrCdN5O3S2 from the Open Molecules 2025 dataset. Energies are from ωB97M-V with the def2-TZVPD basis set.

Its frontier orbital gap is 7.33 eV. For the energy above the lowest of the compared OMol25 structures with the same formula, charge and spin, the calculation gives 0.248 eV. The spin multiplicity is 1. As for the charge: -1. The calculation puts the highest occupied orbital energy at -4.81 eV.

Last column: natural (NBO) charge in e.
Positions of all 46 atoms, in Å:
Cd -0.126 1.094 -0.299  1.5348
C 4.088 4.571 -1.514  -0.7568
S 3.833 3.244 -2.700  0.2570
C 2.599 2.224 -1.941  -0.0610
S 2.008 2.594 -0.383  -0.3971
N 2.302 1.255 -2.763  -0.4495
N 1.392 0.368 -2.275  -0.2669
C 1.110 -0.604 -3.051  0.0174
C 0.171 -1.651 -2.617  0.1575
C -0.185 -2.670 -3.497  -0.2468
C -1.029 -3.674 -3.054  -0.1761
C -1.504 -3.621 -1.756  -0.2749
C -1.121 -2.554 -0.950  0.0576
N -0.295 -1.599 -1.364  -0.4424
H 4.846 5.216 -1.962  0.2137
H 4.448 4.187 -0.563  0.2291
H 3.173 5.134 -1.351  0.2300
H 1.558 -0.675 -4.040  0.1718
H 0.206 -2.667 -4.507  0.2101
H -1.311 -4.485 -3.715  0.2066
H -2.163 -4.384 -1.363  0.2134
H -1.492 -2.440 0.063  0.2407
Br 2.749 -1.483 0.218  0.0635
C 1.638 -1.187 1.725  0.1649
C 1.870 -1.972 2.842  -0.2926
C 1.116 -1.713 3.974  -0.1601
C 0.198 -0.681 3.945  -0.2286
C 0.046 0.051 2.776  0.1429
N 0.743 -0.223 1.664  -0.5102
C -0.900 1.264 2.768  0.7423
O -1.645 1.379 3.754  -0.7374
O -0.804 2.029 1.780  -0.7890
H 2.624 -2.745 2.814  0.2256
H 1.263 -2.302 4.871  0.2094
H -0.416 -0.411 4.791  0.2505
N -3.691 1.140 1.559  -0.8338
C -3.176 0.172 0.751  0.7019
O -2.637 -0.825 1.221  -0.6795
C -3.249 0.427 -0.737  -0.5160
C -2.114 1.352 -1.225  -1.0045
H -3.277 1.162 2.491  0.4269
H -3.782 2.048 1.131  0.3812
H -4.240 0.837 -0.974  0.1839
H -3.178 -0.547 -1.223  0.2106
H -2.390 2.395 -1.032  0.1869
H -2.034 1.252 -2.310  0.1929